No. 1
Density functional theory data (wB97M-V/def2-TZVPD) for a molecular structure, C8H13BrO3Sn.

Geometry as ORCA input:
```
! wB97M-V def2-TZVPD RIJCOSX def2/J DEFGRID3
* xyz 2 1
Sn 2.624 -0.403 -0.566
Br 2.105 2.021 3.352
O 1.511 3.974 -0.165
O 2.602 2.131 0.729
O 0.284 2.349 0.962
C -0.705 -1.045 -0.961
C -1.055 -2.516 -1.450
C 0.632 0.972 0.859
C -1.265 -0.839 0.518
C -0.261 -0.126 1.515
C 2.075 1.087 1.596
C 1.458 2.984 0.433
C -1.482 -0.012 -1.901
H -1.388 -0.402 -2.948
H -0.613 -3.270 -0.729
H -1.450 -1.877 0.934
H 0.454 -0.943 -1.044
H -1.091 1.048 -1.800
H 2.721 0.136 1.636
H -2.574 0.053 -1.616
H -0.891 0.378 2.313
H -2.287 -0.359 0.489
H -2.168 -2.646 -1.550
H -0.523 -2.667 -2.439
H 0.337 -0.908 2.081
H 0.950 0.880 -0.248
*
```

Values from the calculation:
strongest force on any atom: 0.0709 hartree/bohr
LUMO energy: -11.61 eV

Atomic partial charges in e from the Mulliken method, atoms 1 to 2: Sn 1.193; Br 0.085

***

No. 2
Density functional theory data (wB97M-V/def2-TZVPD) for 8 unconnected molecules or ions with the total composition C35H66F6N10O7S.

Geometry as ORCA input:
```
! wB97M-V def2-TZVPD RIJCOSX def2/J DEFGRID3
* xyz 5 2
S -3.130 -3.222 0.903
F -4.342 -5.596 1.430
F -4.169 -4.309 3.202
F 2.220 0.753 1.965
F -2.463 -5.329 2.433
F 0.362 1.563 1.461
F 0.412 -0.490 1.733
O 0.537 5.050 -3.366
O 3.291 1.106 -5.462
O -2.328 -2.310 1.724
O 2.239 1.393 -1.015
O -4.350 -2.560 0.439
O -2.299 -3.804 -0.173
O 0.293 0.177 -1.111
N 5.205 2.791 1.977
N 2.807 -3.927 -1.805
N -3.748 0.635 4.131
N 4.921 3.861 3.980
N -3.138 1.697 2.314
N -5.501 0.602 -3.103
N 0.923 3.944 -1.284
N 3.971 1.597 -3.324
N 2.440 -3.436 0.412
N -5.783 -1.649 -2.871
C 1.155 0.504 1.183
C -6.112 0.121 -4.296
C 2.593 -4.368 -3.183
C 3.856 -3.454 0.131
C -6.222 -1.272 -4.131
C -5.847 -3.004 -2.490
C 5.387 1.256 -2.979
C -0.441 2.844 -3.206
C 6.424 3.166 2.546
C -4.537 -3.754 -2.871
C 4.216 3.184 2.934
C 5.349 0.533 0.884
C 1.452 0.412 -0.383
C 2.315 -4.174 2.802
C 5.020 2.053 0.760
C -0.053 4.461 -0.185
C -3.604 -4.705 2.095
C -5.215 1.971 -2.666
C -1.947 -0.588 -1.843
C 2.316 -0.386 -3.839
C -5.302 -0.474 -2.297
C 4.262 4.433 5.153
C 3.247 0.707 -4.341
C 1.774 -3.342 1.652
C -4.547 -0.225 5.051
C -3.940 0.788 2.791
C 1.807 -3.715 -0.817
C 6.262 3.931 3.711
C -3.592 -1.134 5.809
C 0.368 4.008 -2.678
C 4.052 -3.674 -1.256
C -2.467 2.245 3.410
C -2.940 1.578 4.540
C -0.851 -0.625 -0.694
C -3.067 2.216 0.964
H -0.236 5.533 -0.253
H -2.695 -1.216 -1.360
H 3.983 2.239 0.481
H 2.226 -1.147 -4.614
H 0.756 -3.946 -0.915
H 5.079 -0.106 0.043
H -5.659 2.538 -3.484
H -0.573 2.970 -4.280
H -4.134 2.092 -2.739
H 2.658 -0.788 -2.885
H -0.572 -1.660 -0.496
H 1.609 -4.085 3.628
H 1.309 -0.019 -3.642
H -5.942 -3.019 -1.404
H 4.960 5.110 5.647
H 3.243 -3.837 3.264
H -4.161 -1.804 6.455
H -6.690 -2.009 -4.766
H 7.290 2.695 2.104
H -3.152 -1.919 5.194
H 3.964 2.553 -3.648
H -6.441 0.690 -5.153
H -2.668 3.229 1.002
H 5.398 0.270 -2.513
H -2.174 0.410 -2.218
H -4.973 -0.460 -1.268
H 3.341 4.901 4.803
H 1.213 2.986 -1.148
H -1.508 -1.064 -2.720
H 4.914 -3.879 -1.874
H 2.556 -5.226 2.652
H 6.411 0.416 1.097
H 0.723 -3.536 1.437
H 5.610 2.681 0.092
H -1.440 2.896 -2.772
H -4.152 -3.592 -3.878
H 2.444 -5.444 -3.093
H 5.966 2.021 -2.463
H -4.448 -4.821 -2.670
H -0.027 1.850 -3.035
H 2.021 -0.517 -0.426
H 0.311 4.161 0.798
H -6.758 -3.413 -2.926
H 1.735 -3.886 -3.651
H 5.939 1.203 -3.918
H 1.939 -2.340 2.049
H -1.225 -0.104 0.187
H 3.369 1.495 -2.520
H 4.007 3.636 5.852
H 4.901 0.066 1.761
H -2.904 1.930 5.560
H -2.538 1.570 0.263
H -4.085 2.337 0.594
H -4.626 0.155 2.247
H -3.806 -3.316 -2.192
H 4.542 -3.400 0.964
H -1.829 3.105 3.269
H -2.905 -0.621 6.481
H -1.028 4.005 -0.354
H 1.819 4.392 -1.410
H 3.518 -4.244 -3.747
H 3.150 3.048 2.830
H 6.982 4.392 4.371
H -5.268 -0.789 4.458
H -5.180 0.400 5.680
H -5.629 2.181 -1.680
*
```

Values from the calculation:
strongest force on any atom: 0.1339 hartree/bohr
LUMO energy (spin up / spin down): -10.66 / -15.76 eV

Atomic partial charges in e from the Mulliken method, atoms 1 to 2: S 1.008; F -0.159